The following is a quantum chemistry calculation of an isolated ion of composition C5H13NS and charge +1, from OMol25.

Geometry as ORCA input:
```
! wB97M-V def2-TZVPD RIJCOSX def2/J DEFGRID3
* xyz 1 2
C 0.2687 1.0298 0.2139
N -0.4163 0.1062 1.0465
C -1.7615 -0.3010 0.7545
C -1.8975 -1.1664 -0.5145
S -1.9957 -0.1293 -2.0232
C 1.5446 0.4740 -0.4752
C 2.7200 0.2595 0.4766
H 0.6199 1.8866 0.7934
H -0.4073 1.4483 -0.5323
H -0.1928 0.1746 2.0393
H -2.1349 -0.9386 1.5598
H -2.4054 0.5832 0.8213
H -2.9209 -1.5450 -0.4580
H -1.1252 -1.9178 -0.4687
H -1.9929 -1.1410 -2.8738
H 1.3074 -0.4408 -1.0227
H 1.7557 1.1377 -1.3103
H 3.4470 -0.3389 -0.0673
H 2.4099 -0.3833 1.3004
H 3.1772 1.2020 0.7403
*
```

Calculated values
Energy above the lowest of the compared OMol25 structures with the same formula, charge and spin = 9.4 kcal/mol
Maximum force = 1.923 eV/Å

The following is a quantum chemistry calculation of C4H11BrCuNO as an isolated structure, from OMol25.

Geometry as ORCA input:
```
! wB97M-V def2-TZVPD RIJCOSX def2/J DEFGRID3
* xyz 1 2
Cu 6.4053 -4.0763 -3.7841
Br 3.2742 -3.7350 -1.5392
C 0.4416 0.0021 2.0818
C -0.6806 -0.2464 1.1228
C -0.5882 0.4673 -0.2533
O -0.6994 1.9143 -0.1223
C -1.3232 2.5188 -1.2765
N -0.7256 -1.6942 0.8766
H 0.4832 1.0393 2.4142
H 1.4360 -0.1040 1.6481
H 0.3014 -0.5877 2.9877
H -1.5422 0.1227 1.6791
H -1.3851 0.1036 -0.9018
H 0.2930 0.1807 -0.8273
H -0.5718 2.5929 -2.0626
H -1.7193 3.4934 -0.9915
H -2.1093 1.8418 -1.6112
H -1.4056 -1.8165 0.1398
H 0.1155 -2.0166 0.4197
*
```

Calculated values
Energy above the lowest of the compared OMol25 structures with the same formula, charge and spin = 57.2 kcal/mol
Maximum force = 1.577 eV/Å

The following is a quantum chemistry calculation of a 9-piece molecular cluster, C28H48N5O4S3 overall, from OMol25.

Geometry as ORCA input:
```
! wB97M-V def2-TZVPD RIJCOSX def2/J DEFGRID3
* xyz -1 1
C -1.1899 0.8784 0.2508
C -0.1773 -0.2049 0.2581
O 0.8261 0.0350 -0.7319
H -1.6509 0.8645 -0.7368
H -0.7500 1.8756 0.2393
H -1.9246 0.7800 1.0500
H -0.6858 -1.1685 0.2248
H 0.2937 -0.1732 1.2405
C -1.3744 1.6336 4.2605
S 0.1743 2.6648 4.6223
O 0.8271 2.2808 5.9456
C 1.2672 2.0082 3.2786
H -1.7681 1.7144 3.2473
H -2.1944 2.0919 4.8134
H -1.1867 0.6147 4.5992
H 2.1346 2.6152 3.5377
H 0.8251 2.1216 2.2887
H 1.4803 1.0063 3.6512
C -2.6639 -3.5465 -0.0608
S -3.7318 -4.9289 0.7102
O -3.0308 -5.0956 2.0160
C -5.1949 -3.8100 0.9058
H -1.6231 -3.8048 0.1346
H -2.8061 -2.5304 0.3073
H -2.9109 -3.3938 -1.1114
H -5.9656 -4.5296 1.1819
H -5.3490 -3.4918 -0.1253
H -5.1294 -3.0473 1.6818
C 2.0382 -3.0839 1.4784
S 2.6193 -3.5166 3.1937
O 3.8295 -4.3975 2.8943
C 3.1638 -1.8883 3.8910
H 2.9127 -2.9485 0.8420
H 1.2947 -2.2871 1.4537
H 1.4901 -4.0051 1.2807
H 2.3166 -1.2881 4.2230
H 3.8183 -1.4411 3.1428
H 3.7883 -2.1078 4.7569
N 3.7034 0.1227 -0.0214
C 3.9293 0.8908 1.0308
C 5.1769 0.6138 1.4987
C 5.7618 -0.1781 0.6469
C 4.8156 -0.5757 -0.2702
H 2.8062 -0.0836 -0.4367
H 3.0918 1.4392 1.4362
H 5.6550 1.0354 2.3705
H 6.7883 -0.5130 0.6241
H 4.9433 -1.3785 -0.9812
N 0.8913 -3.4634 -1.6378
C 1.0012 -3.1796 -2.9437
C 1.0461 -4.3669 -3.6334
C 1.0892 -5.3849 -2.6346
C 0.9938 -4.7923 -1.3922
H 0.8161 -2.7448 -0.9320
H 0.9756 -2.1815 -3.3555
H 1.0558 -4.4919 -4.7061
H 1.0770 -6.4168 -2.9529
H 0.9268 -5.1165 -0.3642
N -0.7349 -0.0980 -3.5080
C -0.1259 0.1151 -4.7310
C -1.0541 -0.1428 -5.6725
C -2.2783 -0.3531 -5.0401
C -2.0486 -0.2665 -3.6462
H -0.3211 -0.1516 -2.5882
H 0.9345 0.2963 -4.8262
H -0.9882 -0.1282 -6.7503
H -3.2064 -0.5664 -5.5495
H -2.5730 -0.4696 -2.7242
N -5.1370 4.9303 -0.0743
C -4.9730 4.7539 1.2492
C -3.8499 3.9783 1.4201
C -3.2926 3.7649 0.1725
C -4.1910 4.1938 -0.7581
H -5.9161 5.4317 -0.4764
H -5.7484 5.1642 1.8792
H -3.5435 3.6544 2.4038
H -2.3592 3.2771 -0.0665
H -4.2502 4.2715 -1.8336
N 1.4770 3.1447 -1.2124
C 1.5596 3.6608 -2.5068
C 1.6480 5.0611 -2.3952
C 1.5535 5.3446 -1.0489
C 1.6973 4.1494 -0.4016
H 1.2064 2.2183 -0.9144
H 1.3267 3.0117 -3.3381
H 1.6017 5.7613 -3.2162
H 1.5469 6.3589 -0.6781
H 1.7035 3.9039 0.6501
*
```

Calculated values
Energy above the lowest of the compared OMol25 structures with the same formula, charge and spin = 41.0 kcal/mol
Maximum force = 5.937 eV/Å

The following is a quantum chemistry calculation of an isolated ion of composition C10H13N4 and charge +1, from OMol25.

Geometry as ORCA input:
```
! wB97M-V def2-TZVPD RIJCOSX def2/J DEFGRID3
* xyz 1 1
C -4.5616 0.9289 0.1189
C -3.1896 1.2866 0.0365
C -0.9100 0.8223 -0.0100
C -0.0124 -0.1626 -0.0030
C -2.0350 -1.1743 0.1176
C -0.6086 2.2810 -0.0529
C 1.3959 -0.0455 -0.2719
C 0.8668 2.4032 0.5044
C 1.6470 1.5316 -0.4843
C -0.1581 -2.7240 0.0858
N -5.6317 0.7211 -0.2049
N -2.2230 0.3564 0.0259
N -0.7815 -1.3575 0.1003
N -3.0974 -1.9470 0.0269
H -0.9554 2.7517 -0.9608
H -1.3653 2.7840 0.6963
H 2.0457 -0.3936 0.4607
H 1.7607 -0.5361 -1.3198
H 1.2928 3.3522 0.5265
H 0.9878 1.9625 1.4597
H 2.8470 1.6116 -0.5061
H 1.2594 1.5739 -1.4954
H 0.7128 -2.6015 -0.5792
H 0.0156 -2.9734 1.1985
H -0.8318 -3.3752 -0.5428
H -4.0775 -1.6774 -0.0008
H -2.8714 -2.9245 0.2270
*
```

Calculated values
Energy above the lowest of the compared OMol25 structures with the same formula, charge and spin = 102.0 kcal/mol
Maximum force = 5.976 eV/Å

The following is a quantum chemistry calculation of C30H44InN6O6S2 as an isolated structure, from OMol25.

Geometry as ORCA input:
```
! wB97M-V def2-TZVPD RIJCOSX def2/J DEFGRID3
* xyz 3 1
In 0.4616 -0.2107 0.3184
C -0.0048 -2.4447 -2.0146
C 0.0514 -1.2949 -2.9811
O -0.1736 -0.0940 -2.2331
C 0.0435 1.0598 -3.0372
C 0.0218 2.2538 -2.1252
O 0.8179 2.0825 -0.9519
C 2.2318 2.2589 -1.1479
C 2.9330 1.0081 -1.6066
O 2.5045 -0.1082 -0.8052
C 2.9838 -1.3393 -1.3953
C 2.1887 -2.5039 -0.8619
O 0.7852 -2.2227 -0.8475
H 0.2818 -3.3799 -2.4981
H -1.0203 -2.5329 -1.6507
H -0.7404 -1.4313 -3.7226
H 1.0026 -1.2297 -3.5161
H -0.7492 1.1680 -3.7838
H 0.9887 0.9755 -3.5765
H -0.9823 2.3984 -1.7515
H 0.3294 3.1518 -2.6645
H 2.6156 2.5486 -0.1811
H 2.4203 3.0717 -1.8513
H 4.0084 1.1657 -1.4935
H 2.7415 0.7843 -2.6553
H 4.0366 -1.4783 -1.1442
H 2.9031 -1.2632 -2.4801
H 2.4494 -2.6934 0.1776
H 2.4014 -3.4006 -1.4446
C -0.9760 -2.9986 8.2044
C -0.4652 -2.7434 6.8167
C 0.2429 -3.7203 6.1220
C 0.6517 -3.5164 4.8137
C 0.3627 -2.3005 4.2117
C -0.3203 -1.2898 4.8866
C -0.7209 -1.5189 6.1861
S 0.8146 -2.0651 2.5444
O 1.7575 -0.9647 2.3872
O 1.1755 -3.3074 1.9294
N -0.5089 -1.3732 1.8092
C -1.5293 -2.1287 1.2259
C -2.0369 -3.3180 1.7470
C -3.1280 -3.8837 1.1200
C -3.6810 -3.2718 -0.0027
C -3.0889 -2.1120 -0.4573
N -2.0284 -1.5499 0.1370
H -0.5118 -3.8765 8.6476
H -2.0548 -3.1648 8.1782
H -0.7976 -2.1394 8.8507
H 0.4756 -4.6584 6.6095
H 1.1900 -4.2812 4.2692
H -0.5250 -0.3492 4.3914
H -1.2465 -0.7438 6.7300
H -1.6051 -3.7534 2.6375
H -3.5486 -4.8038 1.5045
H -4.5219 -3.7032 -0.5259
H -3.4469 -1.6215 -1.3572
N 4.4334 4.2412 4.7862
C 3.1202 3.9915 4.8518
S 2.1553 4.5410 6.0585
C 2.5489 3.1357 3.7624
C 1.1998 3.2348 3.4434
C 0.6797 2.4282 2.4571
N 1.4103 1.5367 1.7794
C 2.7075 1.4208 2.0932
C 3.3094 2.2025 3.0603
H 4.8557 4.8040 5.5082
H 5.0188 3.9406 4.0266
H 0.5747 3.9381 3.9755
H -0.3692 2.4944 2.1928
H 3.2742 0.6606 1.5748
H 4.3538 2.0358 3.2863
N -5.3566 2.7531 1.1369
C -4.6856 2.9585 -0.1934
C -3.6524 1.8529 -0.3976
N -2.6552 1.7849 0.6755
C -3.3132 1.6522 1.9742
C -4.3500 2.7390 2.2532
H -5.8482 1.8556 1.1253
H -6.0619 3.4759 1.2959
H -4.2131 3.9398 -0.1731
H -5.4459 2.9510 -0.9728
H -3.1746 2.0101 -1.3571
H -4.1583 0.8834 -0.4439
H -2.0408 2.5933 0.6585
H -2.5690 1.6756 2.7690
H -3.7929 0.6689 2.0085
H -3.8927 3.7271 2.2893
H -4.8703 2.5570 3.1919
*
```

Calculated values
Energy above the lowest of the compared OMol25 structures with the same formula, charge and spin = 24.5 kcal/mol
Maximum force = 0.962 eV/Å

The following is a quantum chemistry calculation of C3H2NP in the gas phase, from OMol25.

Geometry as ORCA input:
```
! wB97M-V def2-TZVPD RIJCOSX def2/J DEFGRID3
* xyz 0 1
C 1.2917 0.4599 -0.6003
P 0.4934 -0.9314 -1.2873
C -0.7562 -0.7483 -0.2179
C -1.4554 -0.3863 0.8596
N -2.2330 -0.1360 1.6923
H 0.7923 1.3585 -0.8814
H 1.8671 0.3835 0.4349
*
```

Calculated values
SMILES string = C=P#CC#N
Energy above the lowest of the compared OMol25 structures with the same formula, charge and spin = 55.7 kcal/mol
Maximum force = 3.254 eV/Å